A molecular structure, C39H60N4O2Ta, computed with ωB97M-V/def2-TZVPD.

Results
- Multiplicity: 1
- E_LUMO: -11.0 eV
- HOMO: -16.06 eV
- Net charge: +3
- Gap between HOMO and LUMO: 5.1 eV

Last column: Löwdin charge in e.
Positions of all 106 atoms, in Å:
Ta1 0.079 -0.802 2.058  2.117
C1 1.261 -0.047 5.499  -0.055
N1 0.009 0.187 4.770  -0.299
C2 -1.098 -0.458 5.485  -0.065
C3 -0.252 1.627 4.619  -0.167
C4 0.580 2.278 3.511  -0.149
N2 0.270 1.826 2.135  -0.188
C5 -1.030 2.402 1.718  -0.105
C6 -1.680 1.847 0.477  -0.120
C7 -2.069 2.701 -0.530  0.043
C8 -2.847 2.261 -1.606  -0.114
C9 -3.306 0.947 -1.567  0.072
C10 -2.967 0.043 -0.569  -0.069
C11 -2.089 0.488 0.448  -0.231
O1 -1.531 -0.302 1.375  -0.220
C12 -3.555 -1.360 -0.554  -0.527
C13 -2.446 -2.409 -0.365  -0.053
C14 -4.541 -1.430 0.623  -0.015
C15 -4.319 -1.694 -1.838  -0.038
C16 -3.201 3.214 -2.719  -0.550
C17 -1.921 3.832 -3.302  -0.030
C18 -3.988 2.546 -3.846  -0.042
C19 -4.070 4.338 -2.120  -0.019
C20 1.359 2.279 1.229  -0.088
C21 1.740 1.443 0.028  -0.124
C22 1.923 2.063 -1.189  0.052
C23 2.549 1.402 -2.253  -0.119
C24 3.126 0.163 -1.986  0.060
C25 2.995 -0.505 -0.779  -0.071
C26 2.186 0.109 0.207  -0.241
O2 1.702 -0.518 1.288  -0.220
C27 3.795 -1.764 -0.477  -0.530
C28 4.522 -2.311 -1.708  -0.037
C29 4.839 -1.343 0.572  -0.014
C30 2.927 -2.891 0.090  -0.047
C31 2.608 1.983 -3.642  -0.549
C32 1.643 1.145 -4.504  -0.019
C33 4.024 1.879 -4.224  -0.025
C34 2.167 3.446 -3.692  -0.042
H1 1.220 0.393 6.502  0.123
H2 2.108 0.391 4.977  0.093
H3 1.443 -1.114 5.617  0.092
H4 -1.244 -0.006 6.474  0.124
H5 -0.878 -1.512 5.636  0.087
H6 -2.025 -0.363 4.924  0.097
H7 -0.007 2.150 5.553  0.155
H8 -1.319 1.766 4.439  0.122
H9 1.632 2.063 3.707  0.120
H10 0.441 3.363 3.582  0.156
H11 -0.909 3.484 1.589  0.147
H12 -1.744 2.245 2.532  0.134
H13 -1.788 3.740 -0.467  0.126
H14 -3.945 0.611 -2.361  0.098
H15 -2.220 -2.549 0.694  0.049
H16 -1.548 -2.121 -0.913  0.091
H17 -2.785 -3.367 -0.752  0.101
H18 -4.043 -1.227 1.571  0.077
H19 -4.986 -2.421 0.670  0.101
H20 -5.338 -0.704 0.490  0.104
H21 -3.671 -1.643 -2.709  0.103
H22 -5.171 -1.036 -1.980  0.096
H23 -4.708 -2.705 -1.765  0.099
H24 -1.261 3.055 -3.681  0.076
H25 -1.382 4.427 -2.569  0.079
H26 -2.187 4.486 -4.127  0.101
H27 -3.445 1.701 -4.266  0.094
H28 -4.149 3.267 -4.643  0.099
H29 -4.965 2.215 -3.502  0.095
H30 -3.534 4.912 -1.370  0.082
H31 -4.970 3.927 -1.671  0.097
H32 -4.361 5.013 -2.919  0.100
H33 2.282 2.345 1.817  0.147
H34 1.133 3.290 0.875  0.146
H35 1.598 3.080 -1.310  0.118
H36 3.702 -0.302 -2.767  0.110
H37 5.242 -1.599 -2.101  0.096
H38 3.819 -2.587 -2.490  0.100
H39 5.077 -3.203 -1.428  0.099
H40 5.451 -0.527 0.199  0.104
H41 5.491 -2.180 0.805  0.101
H42 4.354 -1.018 1.493  0.079
H43 2.087 -3.092 -0.570  0.085
H44 2.567 -2.659 1.094  0.050
H45 3.525 -3.796 0.165  0.103
H46 1.944 0.101 -4.529  0.086
H47 1.650 1.529 -5.518  0.100
H48 0.629 1.203 -4.114  0.079
H49 4.310 0.854 -4.440  0.083
H50 4.752 2.311 -3.542  0.100
H51 4.061 2.430 -5.159  0.098
H52 1.137 3.569 -3.368  0.061
H53 2.231 3.801 -4.716  0.100
H54 2.818 4.068 -3.083  0.100
N3 0.155 -7.330 2.423  0.215
C35 0.187 -6.011 2.389  -0.262
C36 0.076 -5.288 1.176  0.040
C37 0.064 -3.928 1.184  -0.173
N4 0.162 -3.183 2.311  -0.113
C38 0.320 -3.855 3.477  -0.121
C39 0.338 -5.217 3.556  0.034
H55 0.069 -7.871 1.576  0.144
H56 0.226 -7.843 3.290  0.145
H57 -0.008 -5.814 0.240  0.136
H58 -0.019 -3.385 0.255  0.091
H59 0.442 -3.256 4.370  0.103
H60 0.469 -5.694 4.514  0.133

Atomic forces in eV per Å
0.4 0.2 3.1
0.6 -0.1 0.1
0.1 -0.7 -1.7
-0.4 -0.3 0.2
0.0 0.5 -0.6
0.0 -0.1 0.6
-0.2 -1.8 0.2
-0.5 0.0 -0.1
0.0 -0.5 0.2
0.0 -0.2 0.0
0.1 -0.3 0.2
0.3 0.4 0.1
0.5 -0.4 0.7
-1.2 2.6 -2.6
1.4 -1.6 0.8
-0.1 -0.1 0.1
-0.2 0.1 0.1
0.1 0.0 -0.1
0.1 0.1 0.1
-0.2 0.4 -0.1
-0.1 -0.2 0.0
0.1 0.0 0.2
0.1 -0.2 -0.2
0.5 0.0 -0.3
-0.1 -0.6 0.3
0.2 -0.3 -0.2
-0.1 0.1 0.4
-0.1 0.2 0.1
-0.4 -0.3 0.7
0.8 2.2 -3.1
-1.3 -1.3 1.4
0.2 -0.1 0.1
-0.1 0.1 0.2
-0.1 -0.1 -0.1
0.1 0.1 0.1
-0.1 0.0 -0.4
0.1 0.2 0.1
-0.1 0.1 0.1
0.1 -0.2 0.1
-0.2 0.0 -0.1
0.0 0.0 0.0
0.0 0.0 -0.1
0.1 0.0 -0.1
0.0 0.0 0.0
-0.1 0.0 0.0
-0.1 -0.2 0.0
0.1 0.0 0.1
0.0 0.1 -0.1
0.1 0.0 -0.1
0.0 -0.1 0.1
0.2 0.1 0.0
0.1 0.2 0.0
-0.1 -0.1 -0.1
0.0 -0.1 0.0
0.2 0.0 -0.1
0.1 -0.1 0.0
0.0 0.0 0.1
-0.1 -0.1 0.1
-0.1 0.1 0.0
0.0 0.0 -0.2
-0.1 0.1 -0.1
0.0 -0.1 0.0
0.1 -0.1 -0.1
0.1 0.1 0.1
0.0 0.1 -0.1
0.0 -0.1 -0.1
0.0 0.0 -0.1
-0.1 -0.1 0.0
0.1 0.1 0.1
-0.2 0.0 0.1
-0.1 0.1 0.0
-0.2 0.1 0.1
0.0 -0.1 0.1
-0.1 0.2 0.0
0.1 -0.1 0.0
0.1 0.1 -0.1
0.0 0.0 -0.1
0.0 -0.1 0.0
0.1 0.1 0.0
0.1 -0.1 0.1
0.0 0.0 0.1
-0.1 -0.1 -0.1
0.0 -0.1 -0.1
0.0 -0.1 0.0
0.0 -0.2 0.0
0.0 0.0 -0.2
-0.2 0.0 0.0
0.1 -0.1 0.0
0.1 0.1 0.0
0.1 0.0 -0.1
-0.1 0.1 0.1
0.0 0.0 -0.1
0.0 0.2 0.1
0.0 -0.1 0.0
0.0 0.4 0.0
0.0 0.1 0.0
0.0 -0.2 -0.3
-0.1 2.6 -0.1
0.0 -0.3 0.3
0.0 0.2 0.1
0.0 0.0 0.1
0.0 0.0 -0.1
0.0 0.0 -0.2
-0.1 0.0 -0.1
0.0 -0.1 0.1
0.0 0.0 0.2

A molecular structure, C39H39BrN2O2SiV, computed with ωB97M-V/def2-TZVPD.

Results
- Multiplicity: 3
- E_LUMO (spin up / spin down): 2.6 / 2.2 eV
- HOMO (spin up / spin down): -3.21 / -4.73 eV
- Net charge: -1
- Gap between HOMO and LUMO (spin up / spin down): 5.8 / 7.0 eV

Last column: Mulliken spin population.
Positions of all 85 atoms, in Å:
V1 -0.434 0.105 -1.331  1.630
O1 1.675 -0.958 -4.399  0.002
C1 2.956 -1.085 -3.971  0.001
C2 3.935 -1.382 -4.910  -0.003
C3 5.259 -1.526 -4.520  0.000
C4 5.618 -1.386 -3.185  0.001
C5 4.623 -1.099 -2.257  0.004
C6 3.298 -0.933 -2.633  0.026
C7 2.278 -0.537 -1.606  -0.016
O2 0.978 -0.974 -1.908  0.033
N1 2.249 0.940 -1.601  0.060
N2 1.079 1.425 -0.952  0.202
C8 1.161 2.647 -0.428  0.151
C9 0.056 3.406 -0.064  -0.036
Br1 -1.610 2.646 -0.662  0.027
C10 -0.057 4.588 0.647  0.402
C11 0.975 5.214 1.457  -0.103
C12 0.890 6.592 1.725  0.104
C13 1.823 7.238 2.518  -0.055
C14 2.880 6.532 3.083  0.107
C15 2.971 5.164 2.850  -0.056
C16 2.039 4.513 2.057  0.107
H1 1.098 -0.862 -3.617  0.011
H2 3.634 -1.496 -5.944  0.000
H3 6.011 -1.759 -5.266  0.000
H4 6.646 -1.511 -2.872  0.000
H5 4.875 -1.009 -1.205  0.000
H6 2.608 -0.949 -0.643  -0.044
H7 3.106 1.342 -1.232  -0.004
H8 2.136 3.106 -0.307  0.042
H9 -1.000 5.117 0.578  0.029
H10 0.069 7.155 1.292  0.003
H11 1.725 8.303 2.698  -0.003
H12 3.611 7.036 3.701  0.010
H13 3.768 4.590 3.309  -0.003
H14 2.095 3.439 1.944  0.005
C17 -4.100 -1.395 -3.171  -0.029
C18 -2.593 -1.537 -2.936  0.045
C19 -1.883 -1.629 -4.293  -0.042
C20 -2.321 -2.829 -2.162  -0.032
C21 -2.043 -0.326 -2.177  -0.532
H15 -4.496 -2.258 -3.716  -0.002
H16 -4.319 -0.495 -3.752  0.003
H17 -4.635 -1.322 -2.220  0.010
H18 -2.337 -2.412 -4.910  -0.001
H19 -0.827 -1.877 -4.158  0.014
H20 -1.941 -0.683 -4.836  -0.003
H21 -2.659 -3.702 -2.733  0.000
H22 -2.841 -2.825 -1.201  0.002
H23 -1.253 -2.950 -1.956  0.009
H24 -2.755 0.510 -2.208  0.002
C22 1.344 1.142 4.468  0.002
C23 1.441 -0.225 4.244  0.001
C24 0.756 -0.813 3.183  -0.006
C25 -0.041 -0.057 2.317  0.001
C26 -0.122 1.319 2.568  0.013
C27 0.553 1.915 3.625  0.000
Si1 -1.046 -0.781 0.866  -0.100
C28 -2.819 -0.673 1.549  0.016
C29 -3.075 -0.883 2.910  0.001
C30 -4.369 -0.876 3.416  0.001
C31 -5.449 -0.653 2.568  -0.001
C32 -5.222 -0.434 1.217  -0.009
C33 -3.920 -0.443 0.720  -0.033
C34 -0.668 -2.656 0.943  0.026
C35 0.607 -3.131 0.615  -0.014
C36 0.909 -4.487 0.608  0.004
C37 -0.073 -5.418 0.928  -0.001
C38 -1.347 -4.977 1.258  0.001
C39 -1.635 -3.615 1.265  -0.004
H25 1.879 1.603 5.290  0.000
H26 2.052 -0.839 4.897  0.000
H27 0.846 -1.885 3.035  0.001
H28 -0.735 1.945 1.931  -0.017
H29 0.468 2.984 3.784  -0.004
H30 -2.244 -1.053 3.589  0.000
H31 -4.535 -1.042 4.474  0.000
H32 -6.459 -0.642 2.962  0.000
H33 -6.056 -0.251 0.548  0.000
H34 -3.749 -0.269 -0.336  0.038
H35 1.384 -2.424 0.345  0.009
H36 1.906 -4.818 0.342  0.000
H37 0.153 -6.478 0.915  0.000
H38 -2.121 -5.693 1.511  0.000
H39 -2.639 -3.296 1.526  -0.001

Atomic forces in eV per Å
-0.1 -0.1 0.2
0.5 0.0 -0.5
-0.7 0.0 -0.4
0.2 -0.1 -0.1
-0.1 0.0 0.0
-0.2 0.0 0.0
0.1 -0.1 0.0
0.3 -0.2 0.2
-0.3 0.4 0.1
0.4 0.2 0.1
-0.2 0.0 -0.3
0.5 0.2 0.0
-0.1 -0.2 0.0
0.0 0.1 0.1
-0.1 -0.2 -0.1
0.3 0.0 0.1
-0.2 -0.1 -0.1
0.0 0.1 0.1
-0.1 0.0 -0.1
0.0 0.0 0.0
-0.1 0.0 -0.1
0.1 0.1 -0.1
0.0 -0.1 0.3
0.0 0.0 0.0
0.0 0.0 0.0
0.0 0.0 0.0
0.0 0.0 0.0
-0.2 0.0 0.3
0.0 0.0 0.2
0.1 0.1 0.0
0.0 0.0 0.0
0.0 0.0 0.0
0.0 0.0 0.0
0.0 0.0 0.0
0.0 0.0 0.0
0.0 0.0 -0.1
0.0 0.0 0.0
0.1 0.1 0.2
0.1 0.0 -0.1
0.0 -0.1 0.0
-0.3 0.0 -0.4
0.0 0.0 0.0
0.0 0.0 0.0
0.0 0.0 0.0
0.0 0.0 0.0
-0.1 0.0 0.0
0.0 0.0 0.0
0.0 0.0 0.0
0.0 0.0 0.0
0.0 0.0 0.0
0.0 0.0 0.0
0.0 0.0 -0.1
0.0 0.0 -0.1
0.1 0.0 0.0
0.2 0.0 0.1
0.0 0.0 0.1
0.0 -0.1 0.0
-0.1 -0.4 0.5
-0.2 0.1 0.0
0.0 0.0 0.0
0.0 0.0 0.0
0.1 0.0 0.0
0.1 0.0 0.0
0.0 0.0 0.1
0.0 -0.2 0.0
0.0 0.0 0.0
-0.1 0.0 0.0
0.0 0.1 0.0
0.0 0.1 0.0
0.1 0.0 0.0
0.0 0.0 0.0
0.0 0.0 0.0
0.0 0.1 0.0
0.0 0.0 0.0
0.0 0.0 0.0
0.0 0.0 0.0
0.0 0.0 0.0
0.0 0.0 0.0
0.0 0.0 0.0
0.0 0.0 0.0
0.0 0.0 0.0
0.0 0.0 0.0
0.0 0.0 0.0
0.0 0.0 0.0
0.0 0.0 0.0

2 unconnected molecules or ions with the total composition C6H4F2N2O2, computed with ωB97M-V/def2-TZVPD.

Results
- Multiplicity: 1
- E_LUMO (spin up / spin down): -3.8 / -2.0 eV
- HOMO (spin up / spin down): -9.66 / -10.37 eV
- Gap between HOMO and LUMO (spin up / spin down): 5.9 / 8.4 eV

Last column: Löwdin charge in e.
Positions of all 16 atoms, in Å:
C1 -0.208 0.621 0.400  -0.016
C2 0.993 -0.044 0.849  -0.076
C3 -1.068 -0.289 -0.231  -0.072
C4 1.156 -1.392 0.657  -0.039
C5 -0.826 -1.594 -0.365  0.182
C6 0.219 -2.271 0.117  -0.316
N1 -4.681 -0.944 -0.459  0.138
N2 -4.328 0.210 -0.102  -0.457
O1 -3.380 0.564 -0.883  0.015
O2 -4.649 0.887 0.885  0.046
F1 0.589 -3.489 -0.176  0.120
F2 -5.672 -1.410 0.349  -0.006
H1 -0.349 1.727 0.391  0.127
H2 1.946 0.518 1.105  0.132
H3 -2.196 0.005 -0.442  0.072
H4 2.132 -1.771 1.101  0.150

Atomic forces in eV per Å
1.3 -0.6 -0.5
-0.1 2.0 -1.0
-0.4 -0.8 0.8
2.2 -0.7 2.1
-1.2 1.9 0.1
1.5 0.7 -0.5
-1.3 -2.6 -0.9
0.3 1.8 2.9
1.0 1.1 -1.3
-0.2 -0.8 -1.1
-0.2 -1.2 0.2
0.1 0.5 0.3
0.0 -1.3 0.3
-1.7 -0.5 0.2
-0.1 0.6 -0.3
-1.3 0.0 -1.1

A molecular structure, C16H21CaNO3S, computed with ωB97M-V/def2-TZVPD.

Results
- Multiplicity: 1
- E_LUMO: -1.9 eV
- HOMO: -8.01 eV
- Gap between HOMO and LUMO: 6.1 eV

Last column: Löwdin charge in e.
Positions of all 43 atoms, in Å:
Ca1 0.666 -0.561 0.202  1.558
C1 -1.382 -1.456 -2.397  -0.230
C2 -0.175 -2.154 -2.317  -0.268
C3 0.887 -1.216 -2.159  -0.439
C4 0.287 0.102 -2.220  -0.399
C5 -1.096 -0.063 -2.366  -0.248
C6 -2.148 1.007 -2.424  -0.038
C7 1.106 1.360 -2.390  -0.056
C8 2.322 -1.474 -2.575  -0.070
C9 0.026 -3.640 -2.425  -0.044
C10 -2.772 -2.019 -2.491  -0.042
H1 -2.798 0.860 -3.289  0.081
H2 -1.711 2.002 -2.503  0.068
H3 -2.792 0.996 -1.541  0.077
H4 1.612 1.365 -3.359  0.089
H5 1.898 1.480 -1.636  0.068
H6 0.485 2.254 -2.341  0.071
H7 2.425 -1.432 -3.665  0.089
H8 2.662 -2.465 -2.264  0.068
H9 3.023 -0.738 -2.169  0.065
H10 0.506 -3.897 -3.373  0.086
H11 -0.921 -4.178 -2.384  0.064
H12 0.663 -4.028 -1.628  0.072
H13 -3.322 -1.572 -3.322  0.079
H14 -3.354 -1.822 -1.586  0.077
H15 -2.762 -3.097 -2.647  0.064
N1 -0.482 -1.286 2.423  -0.021
C11 -0.085 -0.019 2.999  -0.404
C12 -0.641 1.149 2.482  -0.087
C13 -0.215 2.382 2.962  -0.038
C14 0.776 2.441 3.933  -0.238
C15 1.337 1.271 4.431  -0.028
C16 0.909 0.034 3.964  -0.039
S1 1.256 4.039 4.619  0.394
O1 0.252 4.224 5.648  -0.336
O2 2.603 3.802 5.100  -0.352
O3 1.146 4.932 3.482  -0.353
H16 -0.100 -2.057 2.960  0.091
H17 -1.491 -1.396 2.416  0.101
H18 -1.437 1.092 1.739  0.111
H19 -0.633 3.309 2.591  0.123
H20 2.118 1.352 5.176  0.121
H21 1.349 -0.882 4.345  0.112

Atomic forces in eV per Å
-1.0 0.1 0.0
-0.1 0.1 0.2
0.2 -0.2 0.6
0.2 0.4 -0.6
0.6 -0.1 -0.2
-0.1 0.1 0.7
0.1 0.0 0.0
-0.2 0.0 0.0
-0.1 -0.1 0.1
-0.1 0.1 -0.1
0.1 0.0 0.0
0.0 0.0 0.0
0.0 0.0 0.0
0.0 0.0 0.0
0.1 0.0 0.0
0.0 0.0 0.0
0.0 0.0 0.0
0.0 0.0 0.0
0.0 0.0 0.0
0.0 0.0 0.0
0.0 0.0 0.0
0.0 0.0 0.0
0.0 0.0 0.0
0.0 0.0 0.0
0.0 0.0 0.0
0.0 0.0 0.0
0.1 -0.1 -0.4
0.1 -0.2 -0.2
0.1 0.0 -0.2
0.1 0.0 0.0
-0.1 0.0 0.1
0.0 0.0 -0.1
0.1 0.1 0.0
0.0 0.0 0.0
0.0 0.0 0.0
0.0 0.0 0.0
0.0 0.0 -0.1
-0.1 0.0 0.0
0.0 0.0 0.0
0.0 0.0 0.0
0.0 0.0 0.0
0.0 0.0 0.0
0.0 0.0 0.0

2 unconnected molecules or ions with the total composition C2H5O3, computed with ωB97M-V/def2-TZVPD.

Results
- Multiplicity: 1
- ΔE to the lowest compared entry with this formula, charge and spin: 21.7 kcal per mole
- E_LUMO: 4.4 eV
- HOMO: -4.46 eV
- Net charge: -1
- Gap between HOMO and LUMO: 8.9 eV

Last column: Löwdin charge in e.
Positions of all 10 atoms, in Å:
C1 -0.088 1.485 -0.712  -0.246
O1 -1.184 0.837 -0.165  -0.179
H1 -0.584 2.379 -1.187  0.068
H2 0.577 1.914 0.056  0.065
H3 0.532 1.009 -1.478  0.060
O2 1.236 -1.744 -0.194  -0.084
C2 0.446 -1.917 0.726  -0.632
O3 -0.360 -1.114 1.303  -0.147
H4 0.382 -2.931 1.188  0.085
H5 -0.957 0.080 0.463  0.011

Atomic forces in eV per Å
-0.8 2.1 0.0
-0.6 -0.8 0.1
0.8 -0.4 0.0
0.1 -0.3 0.0
-0.2 -0.6 0.2
0.3 0.2 -0.5
-0.9 0.1 1.1
0.4 -0.3 -0.3
0.2 -0.3 -0.1
0.7 0.3 -0.5

C15H14N4 in the gas phase, computed with ωB97M-V/def2-TZVPD.

Results
- Multiplicity: 1
- ΔE to the lowest compared entry with this formula, charge and spin: 7.4 kcal per mole
- SMILES: Nc1ccccc1Nc1cc(-c2ccccc2)n[nH]1
- E_LUMO: 0.8 eV
- HOMO: -7.89 eV
- Gap between HOMO and LUMO: 8.7 eV

Last column: Löwdin charge in e.
Positions of all 33 atoms, in Å:
N1 -3.416 -0.224 -0.819  0.100
C1 -2.899 0.181 -2.048  -0.272
C2 -3.647 1.004 -2.895  -0.035
C3 -3.143 1.358 -4.167  -0.086
C4 -1.866 0.953 -4.547  -0.098
C5 -1.125 0.099 -3.728  -0.026
C6 -1.592 -0.221 -2.463  -0.218
N2 -0.743 -0.970 -1.637  0.087
C7 -0.211 -0.440 -0.479  -0.318
C8 0.806 -0.939 0.256  0.011
C9 1.027 0.007 1.341  -0.242
C10 2.064 -0.127 2.406  -0.183
C11 2.836 -1.279 2.504  -0.042
C12 3.780 -1.445 3.528  -0.092
C13 3.954 -0.457 4.480  -0.104
C14 3.189 0.718 4.398  -0.063
C15 2.252 0.868 3.338  -0.035
N3 0.150 0.997 1.289  0.092
N4 -0.598 0.700 0.181  0.034
H1 -4.420 -0.120 -0.691  0.102
H2 -2.955 -1.028 -0.421  0.092
H3 -4.602 1.366 -2.566  0.100
H4 -3.748 2.002 -4.787  0.096
H5 -1.464 1.269 -5.494  0.094
H6 -0.144 -0.241 -4.004  0.109
H7 -0.029 -1.509 -2.132  0.149
H8 1.316 -1.892 0.112  0.102
H9 2.755 -2.107 1.819  0.095
H10 4.322 -2.394 3.620  0.105
H11 4.693 -0.589 5.257  0.095
H12 3.280 1.495 5.139  0.092
H13 1.634 1.763 3.322  0.107
H14 -1.456 1.203 -0.111  0.152

Atomic forces in eV per Å
0.3 0.4 -0.1
0.3 -0.2 -0.3
1.1 -0.2 -1.0
0.1 -0.1 1.3
-0.4 -0.5 -0.1
-0.8 1.1 0.3
-0.7 0.4 -0.5
-0.1 -0.7 0.3
0.0 0.9 1.4
1.6 -0.3 1.5
-0.1 -1.0 -0.7
-0.5 -0.2 -0.7
0.8 -0.5 0.6
-0.5 -0.3 -0.3
-0.3 0.8 -0.1
-0.5 -0.8 -1.2
0.7 0.6 1.8
-0.2 -0.7 -0.7
-1.3 0.3 -1.5
0.6 -0.3 0.0
-0.4 0.0 0.1
-0.4 0.0 0.0
0.1 0.0 -0.2
0.1 0.0 -0.2
0.3 0.0 -0.2
-0.6 0.3 0.2
-0.1 0.5 -0.1
-0.3 0.1 -0.3
-0.1 0.5 -0.2
0.0 0.0 0.2
0.1 0.1 0.1
0.1 -0.2 -0.2
1.2 -0.1 0.8